{"formula": "C17H56BMgO17S4", "method": "ωB97M-V/def2-TZVPD", "species": ["Mg", "B", "H", "H", "H", "H", "O", "S", "O", "O", "C", "C", "C", "H", "H", "H", "H", "H", "H", "H", "H", "O", "S", "O", "O", "C", "C", "C", "H", "H", "H", "H", "H", "H", "H", "H", "O", "S", "O", "O", "C", "C", "C", "H", "H", "H", "H", "H", "H", "H", "H", "O", "S", "O", "O", "C", "C", "C", "H", "H", "H", "H", "H", "H", "H", "H", "C", "O", "H", "H", "H", "H", "C", "O", "H", "H", "H", "H", "C", "O", "H", "H", "H", "H", "C", "O", "H", "H", "H", "H", "C", "O", "H", "H", "H", "H"], "positions_angstrom": [[3.05, -0.37, 1.19], [-0.24, -0.77, 1.21], [-1.30, -0.94, 1.19], [0.22, -1.14, 0.31], [0.02, 0.27, 1.32], [0.20, -1.25, 2.07], [-6.22, -3.58, 7.69], [-5.43, -2.49, 8.19], [-5.80, -1.91, 9.44], [-3.81, -2.96, 8.38], [-2.96, -1.98, 8.94], [-1.62, -2.65, 9.18], [-5.41, -1.21, 6.87], [-3.27, -1.64, 9.93], [-2.90, -1.11, 8.28], [-1.18, -2.89, 8.21], [-1.75, -3.58, 9.73], [-0.89, -2.11, 9.78], [-5.05, -0.26, 7.24], [-6.45, -1.10, 6.54], [-4.81, -1.57, 6.04], [-9.78, -0.35, -4.20], [-8.57, -0.03, -4.97], [-7.73, 1.11, -4.60], [-7.66, -1.43, -4.90], [-6.35, -1.40, -5.51], [-5.38, -2.16, -4.64], [-9.06, 0.00, -6.75], [-5.97, -0.38, -5.53], [-6.55, -1.83, -6.50], [-4.86, -3.02, -5.06], [-5.83, -2.45, -3.69], [-4.52, -1.53, -4.45], [-9.49, -1.00, -6.78], [-8.17, 0.02, -7.37], [-9.84, 0.74, -6.94], [3.31, 6.68, -1.73], [4.06, 6.56, -0.47], [4.16, 5.24, 0.17], [5.60, 7.18, -0.67], [5.64, 8.47, -1.32], [6.86, 9.24, -0.89], [3.43, 7.72, 0.85], [4.78, 9.12, -1.16], [5.71, 8.23, -2.38], [6.83, 10.25, -1.30], [7.70, 8.66, -1.27], [6.93, 9.41, 0.19], [2.70, 7.12, 1.40], [2.96, 8.60, 0.40], [4.29, 7.97, 1.46], [4.51, 0.15, -3.98], [4.50, 0.62, -5.37], [3.30, 1.18, -5.95], [5.75, 1.65, -5.67], [5.74, 2.50, -6.83], [7.10, 2.85, -7.27], [5.06, -0.83, -6.39], [5.19, 3.34, -6.41], [5.15, 2.08, -7.65], [7.55, 3.49, -6.51], [7.16, 3.43, -8.19], [7.66, 1.92, -7.29], [4.38, -1.67, -6.28], [6.03, -1.19, -6.04], [5.14, -0.40, -7.39], [1.28, -8.06, -3.53], [1.32, -6.89, -2.81], [0.36, -8.11, -4.12], [2.14, -8.29, -4.16], [1.25, -8.93, -2.88], [0.58, -6.79, -2.20], [-2.79, -6.57, 2.85], [-2.36, -7.07, 1.57], [-2.47, -7.23, 3.66], [-2.41, -5.58, 3.12], [-3.87, -6.47, 2.75], [-2.68, -7.95, 1.38], [2.45, 1.65, 5.90], [3.18, 0.81, 5.02], [1.52, 1.95, 5.42], [2.01, 1.27, 6.82], [3.07, 2.51, 6.15], [3.95, 0.38, 5.40], [3.82, -5.40, 2.79], [4.07, -4.41, 1.78], [4.74, -5.46, 3.36], [2.99, -5.12, 3.44], [3.64, -6.37, 2.33], [4.31, -4.93, 1.01], [-4.16, 3.70, 1.35], [-3.61, 3.01, 2.46], [-4.75, 2.97, 0.80], [-4.74, 4.59, 1.59], [-3.33, 4.06, 0.74], [-3.34, 2.14, 2.15]], "e_homo_ev": -11.60, "mol_weight_g_mol": 696.0, "de_lowest_kj_mol": 1361.6, "total_charge": 1, "spin_multiplicity": 1}

{"formula": "C4H9N4O2", "method": "ωB97M-V/def2-TZVPD", "species": ["O", "N", "O", "N", "C", "C", "N", "C", "C", "N", "H", "H", "H", "H", "H", "H", "H", "H", "H"], "positions_angstrom": [[3.78, -1.08, 0.03], [3.58, 0.11, 0.00], [4.33, 1.01, -0.15], [2.22, 0.47, 0.06], [1.30, -0.56, -0.05], [-0.08, -0.39, -0.01], [-1.11, -1.32, 0.28], [-2.28, -0.70, -0.34], [-2.23, 0.72, 0.29], [-0.75, 0.94, 0.01], [1.88, 1.35, 0.35], [1.57, -1.53, -0.13], [-0.76, -2.25, 0.05], [-3.31, -1.06, -0.11], [-2.21, -0.67, -1.39], [-2.97, 1.32, -0.09], [-2.23, 0.83, 1.44], [-0.19, 1.61, 0.66], [-0.54, 1.21, -0.89]], "e_homo_ev": -12.54, "mol_weight_g_mol": 145.1, "de_lowest_kj_mol": 524.0, "total_charge": 1, "spin_multiplicity": 1}

{"formula": "C21H68N6O13", "method": "ωB97M-V/def2-TZVPD", "species": ["C", "C", "O", "H", "H", "H", "H", "H", "H", "C", "C", "O", "H", "H", "H", "H", "H", "H", "C", "C", "O", "H", "H", "H", "H", "H", "H", "C", "C", "O", "H", "H", "H", "H", "H", "H", "C", "C", "O", "H", "H", "H", "H", "H", "H", "C", "C", "O", "H", "H", "H", "H", "H", "H", "C", "C", "O", "H", "H", "H", "H", "H", "H", "C", "C", "O", "H", "H", "H", "H", "H", "H", "C", "O", "N", "N", "H", "H", "H", "H", "C", "O", "N", "N", "H", "H", "H", "H", "C", "O", "N", "N", "H", "H", "H", "H", "C", "O", "H", "H", "H", "H", "C", "O", "H", "H", "H", "H"], "positions_angstrom": [[23.86, 8.18, -0.44], [23.35, 9.44, -1.19], [22.48, 8.94, -2.18], [24.12, 8.40, 0.58], [24.59, 7.54, -1.09], [23.05, 7.50, -0.29], [24.26, 9.82, -1.79], [22.76, 10.13, -0.51], [21.71, 8.56, -1.79], [23.63, 10.19, 3.03], [23.06, 10.52, 4.45], [21.94, 9.74, 4.72], [23.73, 9.10, 2.81], [24.56, 10.86, 2.85], [22.90, 10.46, 2.32], [22.74, 11.56, 4.38], [23.86, 10.52, 5.16], [21.44, 10.02, 5.50], [18.14, 7.60, -3.31], [19.66, 7.77, -3.26], [20.17, 7.33, -1.96], [17.66, 8.09, -2.52], [17.99, 6.58, -3.08], [17.70, 7.75, -4.30], [19.92, 8.80, -3.46], [20.12, 7.24, -4.13], [19.65, 7.83, -1.29], [18.32, 9.86, 3.32], [17.00, 9.39, 2.69], [16.58, 8.21, 3.16], [18.68, 10.87, 2.96], [19.23, 9.40, 2.95], [18.40, 9.85, 4.39], [17.18, 9.37, 1.67], [16.24, 10.14, 2.86], [15.62, 8.27, 3.12], [21.83, 14.21, 1.36], [21.33, 12.82, 1.37], [20.96, 12.41, 2.68], [22.73, 14.33, 2.02], [20.97, 14.84, 1.63], [22.20, 14.35, 0.30], [22.10, 12.18, 0.98], [20.52, 12.75, 0.69], [20.88, 11.45, 2.72], [24.06, 6.97, 5.11], [24.07, 5.46, 5.12], [22.94, 5.09, 5.92], [24.78, 7.41, 4.41], [24.39, 7.42, 6.01], [22.98, 7.33, 4.99], [25.02, 5.00, 5.26], [23.73, 5.16, 4.15], [23.00, 4.16, 6.08], [17.31, 5.86, -0.48], [16.24, 6.77, 0.09], [16.12, 8.07, -0.55], [17.38, 4.91, 0.05], [18.39, 6.24, -0.48], [16.96, 5.66, -1.50], [16.52, 6.98, 1.13], [15.30, 6.29, 0.08], [15.64, 8.03, -1.36], [24.62, 5.38, 1.31], [23.54, 4.76, 0.39], [23.70, 3.39, 0.42], [24.46, 6.44, 1.32], [25.62, 5.31, 0.87], [24.56, 4.93, 2.29], [23.67, 5.10, -0.59], [22.58, 5.12, 0.76], [22.83, 2.99, 0.56], [19.30, 9.90, -0.63], [20.44, 10.51, -0.14], [18.90, 8.77, -0.14], [18.42, 10.45, -1.43], [19.56, 8.14, 0.46], [17.94, 8.46, -0.13], [18.46, 11.43, -1.65], [17.72, 9.81, -1.86], [20.88, 4.34, 3.14], [22.14, 3.74, 2.97], [19.98, 4.37, 2.18], [20.47, 5.01, 4.20], [20.19, 4.04, 1.20], [19.00, 4.65, 2.30], [21.22, 5.25, 4.85], [19.56, 5.47, 4.18], [21.01, 4.05, -1.79], [20.59, 4.36, -0.50], [21.59, 2.91, -2.11], [20.81, 4.85, -2.80], [21.64, 2.22, -1.30], [22.18, 2.74, -2.88], [20.68, 5.82, -2.32], [21.39, 4.68, -3.67], [19.14, 7.60, 5.61], [18.68, 6.96, 4.50], [18.19, 7.75, 6.14], [19.56, 8.54, 5.33], [19.74, 7.00, 6.23], [18.16, 7.63, 4.01], [21.36, 7.73, 2.03], [20.59, 6.98, 1.11], [20.98, 7.65, 3.02], [21.36, 8.79, 1.64], [22.40, 7.39, 2.09], [20.47, 6.10, 1.45]], "e_homo_ev": -8.68, "mol_weight_g_mol": 612.8, "de_lowest_kj_mol": 406.4, "spin_multiplicity": 1}

| no. | Kohn-Sham gap (eV) |
| --- | --- |
| 1 | 3.1231 |
| 2 | 8.6153 |
| 3 | 8.7114 |